{
  "formula": "C29H27N3OS",
  "method": "ωB97M-V/def2-TZVPD",
  "species": ["S", "C", "N", "C", "N", "C", "O", "C", "C", "C", "C", "C", "C", "C", "C", "N", "C", "C", "C", "C", "C", "C", "C", "C", "C", "C", "C", "C", "C", "C", "C", "C", "C", "C", "H", "H", "H", "H", "H", "H", "H", "H", "H", "H", "H", "H", "H", "H", "H", "H", "H", "H", "H", "H", "H", "H", "H", "H", "H", "H", "H"],
  "coordinates": [[3.907727, -2.882788, -2.049238], [3.575448, -4.072868, -1.007367], [3.369357, -4.952681, -0.226507], [-1.871941, 0.583668, 3.531516], [-0.754674, 0.925669, 2.687697], [0.316105, 1.652462, 3.154128], [0.408422, 2.150234, 4.272689], [1.366209, 1.673891, 2.051904], [2.737675, 1.194767, 2.507107], [2.657802, -0.239301, 2.952738], [2.211092, -0.520007, 4.246094], [1.926796, -1.831369, 4.620980], [2.093898, -2.877638, 3.706617], [2.622061, -2.607269, 2.440522], [2.961736, -1.299755, 2.093459], [0.769727, 0.814248, 1.037516], [1.452860, 0.316922, 0.000999], [0.901331, -0.596542, -0.881631], [1.622926, -1.037460, -1.982752], [1.012136, -1.615501, -3.141842], [1.715082, -1.632243, -4.369449], [1.061607, -1.889854, -5.567581], [-0.297321, -2.240603, -5.564715], [-0.977225, -2.354727, -4.343486], [-0.329711, -2.082687, -3.140956], [-0.590242, 0.345356, 1.366629], [-1.642427, 0.766939, 0.382227], [-1.908195, 2.064720, 0.141854], [-2.927352, 2.551641, -0.770364], [-3.233606, 3.934647, -0.810746], [-4.219639, 4.419050, -1.664073], [-4.920672, 3.538443, -2.503195], [-4.629679, 2.168769, -2.467298], [-3.641114, 1.672956, -1.617035], [-1.746854, 1.098572, 4.486438], [-2.812267, 0.877046, 3.055395], [-1.905153, -0.500296, 3.697960], [1.422310, 2.703136, 1.660766], [3.453593, 1.321147, 1.693812], [3.033171, 1.844477, 3.338283], [2.058761, 0.304613, 4.947646], [1.574457, -2.028010, 5.634873], [1.818752, -3.897212, 3.987334], [2.791106, -3.415349, 1.722219], [3.427153, -1.110789, 1.123087], [2.473621, 0.688172, -0.105549], [-0.145244, -0.875203, -0.734860], [2.665413, -0.699239, -2.029214], [2.786367, -1.415380, -4.352288], [1.608710, -1.803982, -6.507819], [-0.822836, -2.406595, -6.504175], [-2.026120, -2.649136, -4.330300], [-0.850959, -2.207902, -2.189792], [-0.602275, -0.757636, 1.452956], [-2.173471, -0.043306, -0.123989], [-1.360701, 2.837517, 0.691733], [-2.685170, 4.611719, -0.150492], [-4.452063, 5.483556, -1.679360], [-5.691749, 3.914248, -3.175197], [-5.178700, 1.477580, -3.104295], [-3.406053, 0.607164, -1.591611]],
  "forces_ev_per_a": [[0.242, 1.158, -0.876], [-0.720, -3.426, 3.097], [0.372, 2.330, -1.957], [-0.259, -0.198, -0.052], [0.710, 0.553, 0.298], [-0.558, -0.287, 1.000], [-0.013, -0.394, -1.529], [-0.275, 0.688, -0.255], [0.176, -0.061, 0.356], [0.405, -0.312, 0.290], [-0.228, -0.078, 0.012], [0.081, -0.101, -0.052], [-0.057, 0.263, 0.006], [0.176, -0.243, 0.104], [-0.419, 0.023, -0.026], [0.540, -0.642, -1.195], [-0.619, 0.291, 1.058], [-0.117, -0.405, -0.342], [0.458, 0.910, 0.667], [-0.621, -0.999, -1.092], [-0.059, 0.306, 0.345], [-0.270, -0.130, 0.054], [0.297, 0.290, 0.424], [0.162, -0.101, 0.009], [0.479, 0.451, -0.185], [0.264, -0.115, 0.758], [-0.204, 0.839, -0.283], [0.297, -0.960, 0.476], [-0.929, 0.534, -0.864], [0.153, -0.726, 0.023], [-0.202, -0.282, -0.261], [0.342, -0.045, 0.385], [0.159, 0.059, 0.152], [0.068, 0.633, 0.198], [-0.039, -0.077, -0.198], [0.080, 0.074, 0.111], [0.069, 0.129, 0.052], [0.072, -0.175, 0.172], [0.074, 0.062, 0.074], [0.039, -0.041, -0.174], [-0.014, -0.307, -0.210], [0.072, -0.010, -0.293], [0.163, 0.325, -0.131], [0.010, 0.216, 0.235], [-0.157, -0.099, 0.199], [-0.283, -0.186, -0.115], [0.512, 0.021, -0.185], [-0.603, -0.102, -0.300], [-0.390, 0.044, -0.075], [-0.167, -0.140, 0.286], [0.134, -0.030, 0.242], [0.273, -0.012, -0.020], [0.041, 0.098, -0.367], [0.228, 0.274, -0.033], [0.097, 0.355, 0.175], [-0.051, -0.261, -0.078], [-0.188, -0.164, -0.224], [0.076, -0.263, -0.005], [0.204, -0.083, 0.188], [0.113, 0.175, 0.092], [-0.196, 0.350, -0.159]],
  "e_lumo_ev": -1.7,
  "homo_ev": -7.078,
  "fmax_ev_per_a": 4.7
}


{
  "formula": "C40H100N6O8",
  "method": "ωB97M-V/def2-TZVPD",
  "species": ["N", "O", "O", "O", "C", "C", "N", "C", "C", "C", "C", "C", "O", "C", "H", "H", "H", "H", "H", "H", "H", "H", "H", "H", "H", "H", "H", "H", "H", "H", "H", "H", "H", "H", "C", "C", "N", "C", "C", "C", "C", "C", "O", "C", "H", "H", "H", "H", "H", "H", "H", "H", "H", "H", "H", "H", "H", "H", "H", "H", "H", "H", "H", "H", "C", "C", "N", "C", "C", "C", "C", "C", "O", "C", "H", "H", "H", "H", "H", "H", "H", "H", "H", "H", "H", "H", "H", "H", "H", "H", "H", "H", "H", "H", "C", "C", "N", "C", "C", "C", "C", "C", "O", "C", "H", "H", "H", "H", "H", "H", "H", "H", "H", "H", "H", "H", "H", "H", "H", "H", "H", "H", "H", "H", "C", "C", "N", "C", "C", "C", "C", "C", "O", "C", "H", "H", "H", "H", "H", "H", "H", "H", "H", "H", "H", "H", "H", "H", "H", "H", "H", "H", "H", "H"],
  "coordinates": [[-0.618149, 1.384079, 0.394449], [-0.417672, 0.649887, 1.364623], [0.280302, 2.184400, 0.038253], [-1.751019, 1.274810, -0.181344], [3.911062, 0.374141, 0.808828], [3.929817, 0.846595, -0.611790], [5.253987, 0.737542, -1.369938], [6.241834, 1.616236, -0.653877], [5.791343, -0.673991, -1.226705], [4.905104, -1.838403, -1.701159], [5.015710, 1.040544, -2.843099], [4.238181, 2.323748, -3.132782], [4.865688, 3.464439, -2.615383], [4.291195, 4.742063, -3.134867], [4.516363, 1.041026, 1.427690], [4.458588, -0.561533, 0.941357], [2.938263, 0.259743, 1.167653], [3.620473, 1.897235, -0.690732], [3.190785, 0.297539, -1.199923], [6.005153, 2.657439, -0.783173], [7.290281, 1.311021, -0.882769], [6.084951, 1.508151, 0.433187], [6.037181, -0.761868, -0.184395], [6.644422, -0.767250, -1.879995], [5.481524, -2.753581, -1.528816], [4.711267, -1.712644, -2.767600], [4.032694, -1.923537, -1.142816], [4.478157, 0.220833, -3.380365], [6.010197, 1.130153, -3.324354], [3.239719, 2.265270, -2.737659], [4.118346, 2.443924, -4.248801], [4.956814, 5.549063, -2.813467], [3.252999, 4.769892, -2.744486], [4.286321, 4.712232, -4.234980], [-1.626589, 5.684501, -4.688245], [-1.814264, 4.372566, -3.885524], [-3.094886, 3.516704, -4.106222], [-2.896894, 2.302875, -3.282053], [-4.372962, 4.172952, -3.566683], [-4.296487, 4.492469, -2.085349], [-3.239754, 3.211985, -5.616122], [-4.340612, 2.244864, -5.932558], [-3.726575, 0.981971, -6.060905], [-4.489634, 0.044066, -6.861488], [-1.365720, 5.471807, -5.735302], [-0.854373, 6.251067, -4.240893], [-2.576067, 6.247310, -4.672422], [-1.764819, 4.500523, -2.806008], [-1.050942, 3.652309, -4.167713], [-2.067702, 1.665143, -3.626304], [-3.817265, 1.788524, -3.333354], [-2.661526, 2.445853, -2.243926], [-5.154983, 3.456367, -3.847825], [-4.546649, 5.111345, -4.100505], [-5.303304, 4.815537, -1.807224], [-3.606673, 5.310125, -1.938532], [-4.103171, 3.646738, -1.432365], [-2.274870, 2.830360, -5.996392], [-3.425931, 4.252955, -5.982642], [-4.869877, 2.544807, -6.882780], [-5.088629, 2.146306, -5.112351], [-3.823120, -0.724658, -7.235104], [-4.917157, 0.574025, -7.700150], [-5.322043, -0.299118, -6.247307], [-7.237066, -1.859937, 0.561928], [-6.004780, -2.292801, 1.238533], [-4.978084, -1.235101, 1.512436], [-5.454095, -0.231819, 2.530084], [-3.667062, -1.881976, 1.996323], [-3.739027, -2.598355, 3.312961], [-4.644621, -0.397909, 0.270935], [-4.119312, -1.168443, -0.917517], [-4.859568, -0.672285, -2.054623], [-4.499886, -1.386805, -3.249995], [-7.806317, -1.200093, 1.175013], [-7.832337, -2.774499, 0.310762], [-7.059001, -1.265424, -0.350804], [-5.483058, -3.038392, 0.608798], [-6.249001, -2.785445, 2.162397], [-4.640819, 0.329677, 2.986089], [-6.113525, -0.692226, 3.290512], [-6.094910, 0.446461, 1.927317], [-3.073460, -0.974812, 2.164254], [-3.195105, -2.550719, 1.214858], [-2.712424, -2.797950, 3.543656], [-4.257156, -3.568563, 3.236161], [-4.165030, -2.038645, 4.096109], [-3.923472, 0.363835, 0.610728], [-5.574587, 0.043379, 0.006093], [-4.131295, -2.232246, -0.872753], [-3.061877, -0.982916, -1.060695], [-5.096531, -1.003770, -4.074258], [-4.581050, -2.483848, -3.156396], [-3.442841, -1.125704, -3.407427], [1.434170, -8.317682, -0.399050], [1.733065, -7.622569, 0.929328], [0.622297, -7.712104, 1.963724], [-0.664873, -7.221181, 1.351698], [0.430229, -9.236672, 2.344568], [1.473292, -9.810372, 3.323064], [1.037956, -6.922887, 3.181080], [0.631520, -5.424822, 3.101474], [1.120332, -4.781398, 1.979664], [1.360866, -3.402012, 2.165875], [1.504581, -9.411029, -0.420529], [2.158585, -7.963463, -1.126011], [0.417621, -8.169622, -0.794880], [1.894209, -6.563065, 0.743215], [2.601882, -7.997044, 1.440045], [-0.555158, -6.322280, 0.784190], [-1.409966, -7.110125, 2.137900], [-1.055580, -8.040918, 0.743209], [0.344714, -9.693762, 1.392876], [-0.598781, -9.154172, 2.755245], [2.431162, -9.365545, 3.131454], [1.385149, -10.901880, 3.225183], [1.216595, -9.581979, 4.340277], [2.112869, -7.095624, 3.298403], [0.534507, -7.425896, 4.032512], [1.042344, -4.963685, 4.011892], [-0.477714, -5.336612, 3.211517], [1.646829, -3.001361, 1.193254], [2.196447, -3.286891, 2.858720], [0.483003, -2.951191, 2.573531], [-0.179359, 3.611133, 3.208238], [0.800029, 4.514474, 3.958463], [2.211694, 4.216061, 3.651181], [3.000049, 5.205101, 4.547761], [2.584863, 2.688897, 3.994468], [2.503431, 2.500579, 5.467228], [2.457069, 4.341519, 2.111510], [3.831655, 4.804687, 1.829705], [4.861796, 3.943784, 2.291298], [6.078924, 4.526480, 1.959171], [0.069938, 3.405621, 2.170775], [-1.126870, 4.108929, 3.073444], [-0.234363, 2.618582, 3.682624], [0.755833, 4.493006, 5.026406], [0.609834, 5.648308, 3.707110], [4.088951, 5.088130, 4.463841], [2.607521, 5.134946, 5.549367], [2.718302, 6.174176, 4.114277], [3.620071, 2.605885, 3.690058], [1.820275, 2.191179, 3.415689], [3.113003, 3.298457, 5.940257], [3.004657, 1.556353, 5.733080], [1.546253, 2.522015, 5.891291], [1.783138, 5.140998, 1.774990], [2.142056, 3.390690, 1.732514], [3.909217, 5.845951, 2.173722], [3.990727, 4.885018, 0.735599], [6.382728, 5.323399, 2.651566], [6.058256, 4.896016, 0.945681], [6.837018, 3.743296, 2.057268]],
  "forces_ev_per_a": [[-0.816, -0.439, 0.010], [0.419, -0.403, 0.719], [-0.773, -0.046, -0.440], [1.172, 0.852, -0.258], [2.942, -0.043, 0.027], [-0.823, 0.393, -1.141], [-0.873, -0.747, 0.552], [0.614, -0.119, 0.702], [-0.507, -0.720, -0.817], [1.590, 0.847, -0.461], [0.662, 0.711, -0.916], [0.039, 0.548, -1.006], [0.215, 1.269, -0.272], [0.122, -1.870, 0.303], [-0.624, 0.261, 0.261], [-0.476, -0.286, -0.155], [-1.620, 0.049, 0.531], [0.232, -0.224, 0.164], [0.161, -0.073, -0.057], [0.188, 0.310, -0.889], [-0.939, 0.508, -0.139], [0.213, -0.552, -0.558], [0.483, -0.194, 0.187], [0.731, 0.537, 0.240], [-0.023, 0.185, -0.246], [-0.165, -0.414, 0.161], [-1.794, -0.130, 0.815], [0.399, 0.444, 0.997], [-0.372, -0.122, 0.447], [-0.781, -0.204, 0.186], [0.267, -0.498, 0.842], [-0.411, -0.265, 0.183], [0.578, 0.535, -0.231], [-0.045, -0.020, 0.303], [-1.996, -1.538, -0.414], [-0.186, -0.323, -0.510], [0.911, 0.822, 0.349], [0.954, -0.994, -0.514], [0.456, -0.128, -0.396], [-0.945, -0.172, -0.281], [0.145, 1.929, 0.969], [-0.727, -0.856, -0.397], [0.169, -0.535, -0.763], [0.012, 1.095, 0.739], [-0.074, 0.135, 0.375], [0.740, 0.631, 0.489], [0.541, 0.102, -0.029], [0.036, 0.196, -0.094], [0.299, 0.078, 0.112], [-0.455, 0.369, -0.490], [-0.852, -1.045, -0.015], [0.047, 0.798, 0.383], [0.072, 0.476, 0.436], [0.116, -0.253, -0.218], [0.151, 0.296, 0.000], [0.134, 0.137, 0.398], [0.309, 0.001, -0.084], [-0.478, 0.213, 0.289], [0.080, -1.071, -0.241], [0.475, -0.214, 0.899], [0.138, 0.423, -0.669], [-0.042, -0.164, 0.313], [-0.090, 0.102, -0.453], [0.024, -0.549, -0.150], [-0.910, 0.176, -1.415], [1.275, -1.039, -0.629], [1.067, -0.152, 0.066], [-1.573, 0.099, -0.511], [0.133, 0.896, -0.309], [-0.378, -1.498, -1.171], [0.647, -0.659, 0.963], [0.036, 1.253, -1.229], [-0.026, -1.062, 0.497], [0.912, 0.549, 0.587], [-0.777, 0.245, 0.678], [0.374, 0.954, 0.196], [0.009, -0.694, 0.067], [-0.178, 0.298, 0.347], [0.119, -0.065, 0.580], [0.080, -0.214, -0.179], [0.638, 0.043, -0.367], [0.386, -0.161, 0.777], [0.458, -0.413, -0.434], [-0.855, 1.029, 0.588], [0.594, -0.234, 0.449], [0.152, 0.352, 0.106], [-0.501, 0.778, 0.936], [-0.270, -0.274, -0.200], [-0.538, 0.575, -0.397], [-0.790, -1.113, 0.281], [0.443, 0.552, -0.038], [-0.066, -0.106, 0.152], [-0.245, 0.413, 0.074], [-0.110, -0.323, -0.495], [-0.346, -0.710, -0.125], [-0.679, 0.183, -0.451], [0.420, -0.526, -0.617], [-0.438, -1.594, 0.795], [-1.076, 2.178, 1.225], [-1.537, 0.073, -0.868], [-0.745, 0.057, -0.063], [-0.221, -0.775, 1.528], [0.141, -0.558, -0.916], [0.776, -0.561, -0.115], [0.392, 0.154, 0.461], [-0.047, 0.106, -0.129], [0.446, 0.581, 0.141], [-0.070, 0.030, 0.145], [0.473, -0.344, -0.091], [0.372, 0.474, -0.211], [0.160, 0.221, 0.146], [0.189, 0.309, -0.167], [0.214, -0.777, -0.701], [0.656, -0.720, 0.120], [0.736, -0.525, -0.230], [0.680, 0.355, -0.063], [-0.200, 0.169, 0.482], [-0.219, 0.369, -0.005], [0.188, 0.677, -0.325], [-0.007, -0.125, -0.008], [0.598, -0.008, -0.283], [-0.245, 0.124, 0.143], [0.027, 0.218, 0.106], [-0.614, 0.752, 0.129], [0.339, -0.349, 0.202], [-0.976, 1.917, -1.408], [1.696, -0.557, 0.041], [-0.288, 0.216, -2.102], [-0.795, 2.479, 0.195], [2.185, -0.110, 0.468], [-0.608, 0.848, 2.008], [0.822, 0.106, -1.254], [-1.555, 0.263, 0.365], [1.712, -0.369, 0.605], [0.591, 0.093, -0.110], [-0.524, -0.073, 0.698], [-0.522, 0.485, -0.052], [-0.646, -0.393, 0.632], [0.484, -2.136, 0.221], [-0.487, -0.313, 0.157], [0.165, 0.005, 0.136], [0.255, -0.062, 0.428], [-0.107, -0.261, -0.591], [0.384, -0.733, -0.200], [-0.314, -0.767, -0.011], [-0.324, 0.249, -0.037], [-1.484, -0.077, 0.472], [0.046, -0.373, -0.076], [0.065, -0.394, -0.594], [0.456, -0.226, 0.321], [-0.526, 0.024, 0.181], [-0.275, 0.067, -0.183], [0.164, 0.238, -0.461], [-0.009, 0.153, -0.147]],
  "e_lumo_ev": -7.0,
  "de_lowest_kcal_mol": 0.0,
  "homo_ev": -16.002,
  "fmax_ev_per_a": 2.9,
  "total_charge": 4
}